Computed, not measured: a structure of composition C11H17NO3 at a distorted geometry, with ωB97M-V/def2-TZVPD.

Element x y z (Å)
1 O -0.171 2.660 2.347
2 C 0.277 1.563 2.437
3 N 1.590 1.010 2.354
4 H 2.345 1.709 2.116
5 C 1.805 -0.118 2.663
6 H 1.977 -0.750 1.883
7 H 2.197 -0.437 3.676
8 C 0.349 -0.685 3.028
9 C -0.234 -1.718 2.057
10 O 0.001 -1.385 0.656
11 C -0.804 -0.687 0.088
12 C 0.155 0.307 -0.824
13 C 0.817 -0.293 -2.007
14 C 0.235 -0.320 -3.407
15 C -1.098 -0.009 -3.461
16 C -1.891 0.793 -2.471
17 C -0.970 1.588 -1.592
18 H -0.331 2.214 -2.018
19 H -1.401 1.859 -0.909
20 H -2.941 0.902 -2.478
21 H -1.696 -0.554 -4.165
22 H 0.469 -1.154 -3.891
23 H 0.701 0.569 -3.741
24 H 1.668 -0.387 -1.813
25 H 0.828 -1.669 -1.754
26 H 0.756 0.873 -0.372
27 H -1.601 -0.862 -0.583
28 H -1.308 -0.016 0.702
29 H 0.004 -2.659 2.353
30 H -1.510 -1.742 2.133
31 H 0.158 -1.185 4.026
32 O -0.376 0.583 2.966

Forces on the atoms, in the same order (eV/Å):
O 0.553 0.649 -1.110
C 2.467 -0.443 1.548
N -0.834 19.026 -5.121
H -1.351 -1.235 0.313
C -0.470 -15.406 7.152
H 2.080 -2.320 -2.016
H 1.371 0.765 -1.026
C -1.548 0.448 -0.392
C -5.014 3.789 -1.610
O 7.133 -9.201 6.873
C -3.133 10.317 -6.491
C -8.748 -1.940 -5.551
C -12.370 -6.089 0.441
C 2.738 4.016 3.083
C -9.118 2.570 3.632
C 6.418 -2.129 -4.260
C 5.696 -11.195 -8.970
H 2.529 2.783 -2.031
H -7.973 6.157 13.240
H -0.881 -0.038 -0.195
H -0.366 -0.228 -0.417
H 1.277 -3.107 -2.276
H 1.198 0.886 -1.722
H 13.706 0.201 1.249
H -0.667 3.118 -0.317
H 4.783 4.132 4.456
H -0.764 -2.465 -1.229
H -0.970 1.664 1.819
H 1.424 -2.879 0.153
H 3.437 0.299 0.274
H 0.601 1.159 -0.740
O -3.205 -3.304 1.242

Computed properties:
**HOMO level**: -7.84 eV
**DFT total energy**: -709.3478 Ha
**Strongest force on any atom**: 19.721 eV/A
**Energy relative to the best compared isomer or geometry (same formula, charge and spin)**: 1267.3 kJ/mol

=====

Computed, not measured: a cluster of 5 separate species, C27H63FO19P4 in total at a distorted geometry, with ωB97M-V/def2-TZVPD.

Element x y z (Å)
1 C -0.403 0.463 -1.188
2 C -0.880 1.907 -1.173
3 O 0.176 2.588 -1.746
4 C 1.310 1.888 -1.644
5 O 2.450 2.387 -1.832
6 O 1.044 0.637 -1.339
7 F -1.089 2.363 0.109
8 H -0.837 -0.171 -1.961
9 H -0.592 -0.060 -0.251
10 H -1.734 2.163 -1.800
11 C -1.942 -6.423 -3.695
12 C -1.699 -5.035 -3.053
13 O -0.272 -4.892 -2.952
14 P 0.351 -4.129 -1.626
15 O -0.087 -2.718 -1.466
16 O -0.028 -5.122 -0.370
17 C 0.194 -6.520 -0.445
18 C 0.896 -6.930 0.828
19 O 1.949 -4.330 -1.928
20 C 2.604 -3.636 -2.941
21 C 3.222 -2.276 -2.368
22 H -3.029 -6.483 -3.655
23 H -1.552 -6.378 -4.712
24 H -1.500 -7.295 -3.212
25 H -2.024 -4.308 -3.797
26 H -2.292 -4.902 -2.147
27 H -0.726 -7.050 -0.691
28 H 0.865 -6.752 -1.272
29 H 1.243 -7.943 0.627
30 H 1.761 -6.326 1.102
31 H 0.275 -6.868 1.722
32 H 3.394 -4.293 -3.303
33 H 1.906 -3.500 -3.767
34 H 3.700 -1.797 -3.222
35 H 2.484 -1.580 -1.969
36 H 3.935 -2.415 -1.555
37 C -5.303 6.892 -3.325
38 C -5.620 6.995 -1.853
39 O -4.493 7.218 -0.953
40 P -3.453 5.976 -0.789
41 O -3.904 4.612 -0.583
42 O -2.452 6.125 -2.038
43 C -1.865 7.390 -2.425
44 C -0.354 7.038 -2.595
45 O -2.588 6.478 0.461
46 C -1.713 5.665 1.222
47 C -2.587 4.987 2.304
48 H -4.860 7.768 -3.797
49 H -4.529 6.160 -3.556
50 H -6.224 6.713 -3.881
51 H -6.320 7.830 -1.834
52 H -6.043 6.056 -1.498
53 H -2.328 7.621 -3.385
54 H -2.115 8.211 -1.753
55 H 0.055 6.839 -1.605
56 H -0.158 6.274 -3.348
57 H 0.070 7.995 -2.898
58 H -1.216 4.963 0.553
59 H -0.982 6.176 1.850
60 H -3.023 5.776 2.917
61 H -3.492 4.488 1.960
62 H -1.942 4.374 2.934
63 C -0.234 -0.315 2.713
64 C -1.523 0.439 2.701
65 O -2.655 -0.492 2.809
66 P -3.925 -0.486 1.795
67 O -4.461 0.895 1.513
68 O -3.243 -1.199 0.552
69 C -3.941 -1.312 -0.707
70 C -3.652 -2.566 -1.477
71 O -5.038 -1.488 2.436
72 C -5.476 -1.076 3.681
73 C -6.457 -2.220 4.023
74 H -0.315 -1.171 2.042
75 H 0.583 0.263 2.280
76 H 0.143 -0.525 3.714
77 H -1.623 1.145 3.525
78 H -1.617 1.073 1.819
79 H -5.021 -1.374 -0.574
80 H -3.699 -0.443 -1.318
81 H -2.809 -2.311 -2.119
82 H -3.444 -3.396 -0.802
83 H -4.556 -2.752 -2.056
84 H -4.708 -0.936 4.442
85 H -5.979 -0.113 3.592
86 H -6.022 -3.197 3.812
87 H -6.843 -2.033 5.025
88 H -7.315 -2.300 3.355
89 C 4.136 0.966 0.481
90 C 5.014 -0.005 -0.278
91 O 6.399 0.118 0.043
92 P 7.015 -0.806 1.255
93 O 8.533 -0.827 1.265
94 O 6.385 -2.258 0.817
95 C 6.686 -3.513 1.501
96 C 7.889 -4.216 0.907
97 O 6.226 -0.465 2.609
98 C 6.553 0.669 3.499
99 C 5.380 0.876 4.433
100 H 4.315 2.036 0.370
101 H 3.135 0.884 0.059
102 H 4.133 0.702 1.539
103 H 4.717 -1.044 -0.140
104 H 4.929 0.153 -1.354
105 H 6.817 -3.455 2.582
106 H 5.780 -4.086 1.302
107 H 8.826 -3.663 0.961
108 H 8.093 -5.202 1.325
109 H 7.785 -4.428 -0.158
110 H 7.519 0.406 3.930
111 H 6.740 1.593 2.952
112 H 4.465 1.023 3.858
113 H 5.194 -0.099 4.884
114 H 5.529 1.649 5.187

Forces on the atoms, in the same order (eV/Å):
C 0.220 -0.140 0.656
C -0.641 -0.359 -0.587
O 0.358 1.379 -0.044
C 4.259 1.883 -0.813
O -4.129 -1.960 0.604
O -0.481 -0.929 0.125
F 0.148 -0.006 -0.271
H 0.388 0.246 -0.344
H 0.124 0.177 0.040
H -0.328 -0.266 0.483
C -0.342 1.150 0.374
C 0.312 -1.294 -1.344
O 0.843 1.004 2.181
P -0.020 -0.620 -0.930
O 0.329 -1.417 0.232
O 0.324 2.415 -1.774
C 1.144 -0.036 -0.189
C -0.200 -0.517 0.260
O -2.588 -1.240 2.119
C 0.919 2.004 0.215
C -0.705 -1.013 -1.035
H -0.127 -0.573 -0.518
H -0.265 -0.163 -0.081
H 0.009 0.304 0.357
H -0.196 0.232 0.216
H 0.562 0.047 0.286
H -0.200 0.089 0.509
H 0.119 0.123 -0.175
H 0.019 -0.242 0.549
H 0.081 0.167 -0.673
H -0.333 -0.343 -0.164
H 0.133 0.085 0.086
H 0.121 0.496 -0.125
H 0.260 0.184 0.113
H -0.375 -0.250 -0.242
H 0.125 -0.519 -0.292
C 1.175 -0.141 -0.738
C 0.176 -0.350 -0.213
O 0.468 -0.620 -0.281
P 1.689 1.208 0.588
O -0.849 -0.345 -0.699
O -1.151 -0.090 0.734
C 0.782 -1.696 -0.802
C -1.210 2.047 0.496
O -0.365 2.019 -0.778
C -1.432 -1.957 1.003
C 0.027 0.329 -0.105
H -0.221 0.627 0.500
H -0.428 -0.618 0.078
H 0.020 -0.343 0.090
H 0.118 -0.009 1.116
H -0.545 0.184 -0.187
H 0.145 0.163 -0.133
H 0.343 -0.233 0.335
H 0.076 -0.462 -0.203
H -0.182 -0.004 0.324
H 0.551 -0.075 -0.299
H 0.089 -0.128 0.187
H 0.096 0.953 -0.908
H 0.383 0.298 0.252
H 0.565 -0.581 -0.455
H -0.269 -0.269 0.039
C 0.711 0.069 -0.287
C -1.062 0.584 -0.127
O -0.959 -0.257 -0.302
P 0.771 2.655 -0.244
O 0.609 -2.305 0.502
O -0.597 -0.507 0.155
C -1.110 0.195 0.009
C 0.759 0.448 0.035
O 3.325 0.785 -2.301
C -2.424 -0.811 1.127
C -0.233 0.710 0.261
H 0.021 -0.367 0.453
H -0.121 0.470 -0.184
H -0.395 -0.635 -0.023
H 0.049 -0.196 0.241
H -0.211 -0.400 -0.181
H -0.070 0.740 0.660
H -0.127 0.160 0.216
H 0.127 -0.860 -0.171
H 0.051 -0.058 -0.177
H 0.266 -0.315 -0.249
H 0.352 -0.423 -0.183
H -0.228 0.063 0.013
H 0.573 0.055 0.889
H 0.048 -0.681 0.175
H -0.115 0.862 -0.186
C -0.557 -0.215 0.029
C -0.539 0.251 -0.531
O 1.431 -0.960 1.974
P 1.673 -1.068 -2.078
O -3.173 0.595 0.521
O 0.712 1.134 1.312
C -0.069 -0.237 -0.654
C 0.681 -0.176 -0.889
O 0.262 0.520 -0.296
C 0.419 0.005 -0.726
C -0.028 -1.397 -0.272
H 0.738 -0.134 -0.155
H -0.115 -0.364 0.292
H -0.168 0.086 0.018
H -0.208 0.179 0.333
H 0.167 0.272 -0.018
H -0.162 0.672 0.019
H 0.080 -0.156 0.191
H -0.180 0.337 0.375
H -0.332 0.038 0.508
H -0.429 0.214 -0.138
H -0.251 0.001 0.550
H -0.124 -0.155 -0.567
H 0.127 0.550 -0.085
H 0.054 0.094 0.595
H 0.061 -0.071 -0.174

Computed properties:
**HOMO level (spin up / spin down)**: 0.77 / -8.23 eV
**DFT total energy**: -3961.7362 Ha
**Strongest force on any atom**: 4.727 eV/A
**Multiplicity**: 2
**Expectation value of S²**: 0.750
**Total charge**: -1

=====

What did the first record say?
Computed, not measured: a structure of composition C11H17NO3 at a distorted geometry, with ωB97M-V/def2-TZVPD.

Element x y z (Å)
1 O -0.171 2.660 2.347
2 C 0.277 1.563 2.437
3 N 1.590 1.010 2.354
4 H 2.345 1.709 2.116
5 C 1.805 -0.118 2.663
6 H 1.977 -0.750 1.883
7 H 2.197 -0.437 3.676
8 C 0.349 -0.685 3.028
9 C -0.234 -1.718 2.057
10 O 0.001 -1.385 0.656
11 C -0.804 -0.687 0.088
12 C 0.155 0.307 -0.824
13 C 0.817 -0.293 -2.007
14 C 0.235 -0.320 -3.407
15 C -1.098 -0.009 -3.461
16 C -1.891 0.793 -2.471
17 C -0.970 1.588 -1.592
18 H -0.331 2.214 -2.018
19 H -1.401 1.859 -0.909
20 H -2.941 0.902 -2.478
21 H -1.696 -0.554 -4.165
22 H 0.469 -1.154 -3.891
23 H 0.701 0.569 -3.741
24 H 1.668 -0.387 -1.813
25 H 0.828 -1.669 -1.754
26 H 0.756 0.873 -0.372
27 H -1.601 -0.862 -0.583
28 H -1.308 -0.016 0.702
29 H 0.004 -2.659 2.353
30 H -1.510 -1.742 2.133
31 H 0.158 -1.185 4.026
32 O -0.376 0.583 2.966

Forces on the atoms, in the same order (eV/Å):
O 0.553 0.649 -1.110
C 2.467 -0.443 1.548
N -0.834 19.026 -5.121
H -1.351 -1.235 0.313
C -0.470 -15.406 7.152
H 2.080 -2.320 -2.016
H 1.371 0.765 -1.026
C -1.548 0.448 -0.392
C -5.014 3.789 -1.610
O 7.133 -9.201 6.873
C -3.133 10.317 -6.491
C -8.748 -1.940 -5.551
C -12.370 -6.089 0.441
C 2.738 4.016 3.083
C -9.118 2.570 3.632
C 6.418 -2.129 -4.260
C 5.696 -11.195 -8.970
H 2.529 2.783 -2.031
H -7.973 6.157 13.240
H -0.881 -0.038 -0.195
H -0.366 -0.228 -0.417
H 1.277 -3.107 -2.276
H 1.198 0.886 -1.722
H 13.706 0.201 1.249
H -0.667 3.118 -0.317
H 4.783 4.132 4.456
H -0.764 -2.465 -1.229
H -0.970 1.664 1.819
H 1.424 -2.879 0.153
H 3.437 0.299 0.274
H 0.601 1.159 -0.740
O -3.205 -3.304 1.242

Computed properties:
**HOMO level**: -7.84 eV
**DFT total energy**: -709.3478 Ha
**Strongest force on any atom**: 19.721 eV/A
**Energy relative to the best compared isomer or geometry (same formula, charge and spin)**: 1267.3 kJ/mol